Here is 2 unconnected molecules or ions with the total composition C2H11N2O at a distorted geometry from the OMol25 dataset. Energies are from ωB97M-V/def2-TZVPD.

Results
* HOMO-LUMO gap: 0.364 Ha
* net charge: +1
* largest force on an atom: 2.962 eV Å⁻¹
* relative energy (zero: lowest compared OMol25 entry of this formula, charge and spin): 1.135 eV
* HOMO: -0.4907 Ha

Each atom is followed by the atoms it is bonded to, with distances in Å.
Cartesian coordinates (Å):
1 H 0.219 0.996 -1.582  N3 1.018
2 H -0.791 -1.092 2.106  N7 1.006
3 N 0.859 0.951 -0.792  H1 1.018, C4 1.538, H11 1.016, H12 1.047
4 C -0.027 1.522 0.328  N3 1.538, H9 1.093, H10 1.110, C15 1.505
5 H -1.642 0.975 1.713  C15 1.082
6 O 0.588 -1.836 -1.203  H8 0.967, H14 0.972
7 N -0.625 -0.798 1.159  H2 1.006, C15 1.468, H16 1.003
8 H 1.480 -1.905 -1.570  O6 0.967
9 H 0.632 2.021 1.042  C4 1.093
10 H -0.518 2.432 -0.073  C4 1.110
11 H 1.725 1.481 -0.834  N3 1.016
12 H 1.133 -0.058 -0.732  N3 1.047
13 H -1.759 0.475 0.023  C15 1.124
14 H 0.453 -2.796 -1.129  O6 0.972
15 C -1.056 0.580 0.894  C4 1.505, H5 1.082, N7 1.468, H13 1.124
16 H -1.051 -1.397 0.476  N7 1.003

Atomic partial charges in e from the Mulliken method, atoms 1 to 6:
1 H 0.3803
2 H 0.2388
3 N -0.2138
4 C -0.6643
5 H 0.4205
6 O -0.6629